Density functional theory data (ωB97M-V with the def2-TZVPD basis set) for a cluster of 5 separate species, C22H44BrN2O15P2S5 in total.

Charge: -1
HOMO (eV): -4.982
HOMO-LUMO gap (eV): 6.44

CARTESIAN COORDINATES (ANGSTROEM)
C -6.5681 -0.8960 -2.9668
C -5.4558 0.1537 -3.0807
C -4.1745 -0.2183 -2.2862
C -4.7115 -0.8027 -0.9077
O -4.7728 0.0445 0.0048
O -4.9919 -1.9894 -0.8260
N -3.3704 0.9670 -1.9360
C -2.0787 0.6533 -1.3696
C -1.8786 1.5322 -0.1183
O -2.5357 2.4946 0.0919
Br -0.4866 1.0356 1.1564
P -3.3804 2.2273 -3.0273
N -3.2855 1.8860 -4.5476
O -4.6334 3.1942 -2.7214
O -2.0899 3.0943 -2.6205
P -3.2083 -1.4774 -3.2751
O -4.1300 -2.1396 -4.4073
O -1.9857 -0.7719 -4.1246
S -2.3905 -2.9193 -2.2736
H -7.2536 -0.8552 -3.8066
H -7.1470 -0.6991 -2.0688
H -6.1922 -1.9025 -2.8656
H -5.2083 0.2345 -4.1290
H -5.8624 1.0895 -2.7189
H -1.2430 0.8008 -2.0462
H -2.0234 -0.3713 -1.0116
H -4.0839 2.2913 -5.0184
H -4.3389 4.0866 -2.9180
H -1.6627 3.3163 -3.4511
H -3.5486 -2.6570 -4.9795
H -1.1992 -0.8378 -3.5780
C 0.0722 -0.5425 -9.0387
C -0.7985 0.1822 -7.9987
C -1.8934 -0.7941 -7.5504
S -1.2025 -2.4357 -7.7587
O -1.9517 -3.1227 -8.7833
O -0.9610 -3.0164 -6.4640
C 0.3643 -1.9199 -8.4499
H 0.9912 0.0036 -9.2499
H -0.4811 -0.6472 -9.9749
H -0.1841 0.4626 -7.1411
H -1.2322 1.0957 -8.4022
H -2.1698 -0.6468 -6.5048
H -2.7784 -0.7205 -8.1797
H 0.6983 -2.6476 -9.1858
H 1.0811 -1.8562 -7.6321
C -5.6818 -3.6169 2.9727
C -5.4605 -2.2269 2.3632
C -4.5505 -1.4472 3.3196
S -3.5493 -2.6692 4.1689
O -3.8915 -2.6635 5.5759
O -2.1770 -2.5678 3.7365
C -4.3036 -4.1033 3.4082
H -6.1398 -4.3014 2.2596
H -6.3414 -3.5435 3.8432
H -4.9762 -2.3250 1.3921
H -6.3987 -1.7010 2.2027
H -3.8992 -0.7587 2.7859
H -5.1229 -0.9082 4.0732
H -4.3368 -4.9216 4.1249
H -3.6924 -4.3793 2.5495
C 4.5840 2.0736 4.2473
C 3.3482 1.2377 4.6120
C 2.2461 1.5666 3.5956
S 3.0926 2.0508 2.0864
O 2.8154 3.4411 1.8238
O 2.9033 1.0399 1.0794
C 4.7544 1.9174 2.7393
H 5.4763 1.7465 4.7868
H 4.4064 3.1232 4.4965
H 3.5982 0.1763 4.5516
H 3.0126 1.4373 5.6290
H 1.6118 0.7088 3.3870
H 1.6362 2.4075 3.9187
H 5.3831 2.6838 2.2920
H 5.1300 0.9264 2.4853
C 10.1890 1.0011 7.6698
C 10.6236 2.1401 6.7378
C 9.8562 1.9726 5.4200
S 8.3175 1.1441 5.8385
O 8.3098 -0.1560 5.2229
O 7.2160 2.0615 5.6723
C 8.6669 0.9498 7.5824
H 10.5237 1.1651 8.6929
H 10.6140 0.0569 7.3229
H 10.3692 3.0993 7.1928
H 11.6991 2.1344 6.5676
H 9.6281 2.9279 4.9546
H 10.3936 1.3380 4.7184
H 8.2420 0.0135 7.9360
H 8.2119 1.7901 8.1059

Atomic forces in eV per Å
C -0.2 0.2 0.4
C -0.2 -0.8 -0.3
C -1.1 0.3 0.0
C 0.7 0.5 1.5
O 0.0 0.4 -0.3
O -0.4 -1.2 -0.9
N 0.5 0.0 -1.9
C 0.3 0.3 1.8
C -1.0 0.9 -0.4
O 0.5 -0.4 0.2
Br 0.0 -0.3 -0.3
P 0.0 -0.1 -1.1
N -0.2 0.1 0.1
O 0.2 -0.4 0.6
O -0.1 0.0 0.7
P 1.5 -1.6 0.8
O -0.4 1.3 -0.4
O -1.3 0.5 0.0
S 0.4 0.1 0.4
H 0.0 0.2 -0.3
H -0.1 -0.1 0.2
H 0.1 -0.2 -0.1
H 0.1 0.4 -0.2
H 0.2 0.3 0.1
H 0.3 0.2 0.0
H -0.3 -0.3 -0.1
H 0.0 -0.1 -0.3
H -0.1 0.3 0.1
H 0.2 0.0 -0.3
H 0.1 -0.3 0.0
H 0.3 -0.4 0.1
C -0.1 0.1 0.1
C 0.1 -0.1 0.0
C 0.0 0.4 0.1
S 0.1 0.4 0.2
O 0.0 -0.2 0.1
O -0.2 -0.4 -0.1
C 0.2 0.3 -0.3
H 0.0 0.0 0.0
H 0.0 0.0 0.0
H 0.0 0.0 0.0
H 0.0 0.0 0.0
H 0.0 -0.1 -0.1
H 0.0 -0.1 0.0
H -0.1 -0.1 0.1
H 0.0 0.0 0.0
C -0.1 0.2 0.1
C 0.2 -0.2 0.0
C -0.3 0.2 -0.2
S -0.2 0.1 -0.4
O 0.2 0.0 0.1
O 0.1 0.0 0.4
C -0.3 -0.2 -0.1
H 0.0 0.0 0.0
H 0.0 -0.1 0.0
H -0.1 0.1 -0.1
H 0.0 0.1 -0.1
H 0.1 0.0 0.0
H 0.1 -0.1 0.1
H 0.1 0.1 0.1
H 0.0 0.1 0.0
C -0.1 -0.2 0.1
C 0.1 0.1 -0.1
C 0.0 -0.2 0.4
S 0.1 -0.2 0.1
O 0.0 0.0 -0.1
O 0.0 0.2 -0.2
C 0.2 0.1 0.3
H -0.5 0.1 -0.3
H 0.0 0.0 0.0
H 0.0 0.0 0.0
H 0.0 0.0 0.0
H -0.1 0.1 -0.1
H 0.0 0.1 -0.1
H -0.1 0.0 -0.1
H 0.0 0.0 0.0
C 0.0 0.0 -0.1
C 0.0 0.0 0.1
C 0.4 0.2 0.1
S 0.1 0.2 0.2
O -0.2 0.0 -0.1
O 0.4 -0.2 0.1
C 0.2 0.0 0.3
H 0.0 0.0 0.0
H 0.0 0.0 0.0
H 0.0 0.0 0.0
H 0.0 0.0 0.0
H -0.1 -0.1 -0.1
H -0.1 -0.1 0.0
H -0.1 0.0 -0.1
H -0.1 0.0 -0.1

Atomic partial charges in e from the Löwdin method, atoms 1 to 5: -0.094 -0.224 -0.402 -0.731 -0.003

Density functional theory data (ωB97M-V with the def2-TZVPD basis set) for a structure of composition C56H63BCoN4O5P2S.

<S²>: 0.763
Charge: +2
Multiplicity: 2
HOMO (alpha / beta) (eV): -12.160 / -12.172
HOMO-LUMO gap (alpha / beta) (eV): 6.20 / 6.38

CARTESIAN COORDINATES (ANGSTROEM)
Co 0.5356 -0.0375 -0.7637
C 2.5220 -2.7674 -0.7790
N 3.6049 -2.3087 0.0422
C 3.6428 -0.9714 0.5717
P 2.9115 0.3017 -0.5440
C 3.8737 0.2372 -2.0781
C 4.9937 -0.5817 -2.2227
C 5.6719 -0.6284 -3.4333
C 5.2489 0.1444 -4.5039
C 4.1451 0.9755 -4.3635
C 3.4594 1.0132 -3.1611
C 3.3883 1.8470 0.2920
C 3.9422 2.9096 -0.4201
C 4.2543 4.0980 0.2240
C 4.0216 4.2381 1.5845
C 3.4793 3.1814 2.3018
C 3.1611 1.9933 1.6608
C 4.7284 -3.1454 0.2193
C 5.0784 -4.0927 -0.7444
C 6.1798 -4.9125 -0.5460
C 6.9562 -4.7917 0.5957
C 6.6144 -3.8444 1.5496
C 5.5058 -3.0314 1.3737
P 0.7978 -2.3689 -0.1890
C 0.7963 -2.6952 1.5953
C 1.7856 -3.4965 2.1717
C 1.7370 -3.7951 3.5242
C 0.6949 -3.3216 4.3091
C -0.3143 -2.5636 3.7342
C -0.2655 -2.2537 2.3838
C -0.1353 -3.7951 -0.8557
C -1.2619 -4.2542 -0.1731
C -1.9629 -5.3545 -0.6403
C -1.5561 -6.0076 -1.7943
C -0.4267 -5.5723 -2.4720
C 0.2825 -4.4772 -2.0023
H 2.5672 -3.8568 -0.8150
H 2.5869 -2.4132 -1.8220
H 4.6775 -0.6842 0.7684
H 3.1040 -0.8774 1.5266
H 5.3539 -1.1852 -1.4008
H 6.5396 -1.2669 -3.5321
H 5.7838 0.1093 -5.4432
H 3.8255 1.5970 -5.1899
H 2.6091 1.6767 -3.0542
H 4.1562 2.8133 -1.4759
H 4.6955 4.9097 -0.3391
H 4.2756 5.1614 2.0875
H 3.3101 3.2765 3.3661
H 2.7359 1.1878 2.2434
H 4.5167 -4.1807 -1.6652
H 6.4381 -5.6409 -1.3031
H 7.8176 -5.4279 0.7415
H 7.2048 -3.7436 2.4505
H 5.2359 -2.3272 2.1498
H 2.5995 -3.8921 1.5811
H 2.5128 -4.4091 3.9616
H 0.6598 -3.5611 5.3633
H -1.1480 -2.2232 4.3339
H -1.0917 -1.7131 1.9396
H -1.5860 -3.7673 0.7352
H -2.8248 -5.7105 -0.0917
H -2.1044 -6.8685 -2.1524
H -0.0851 -6.0948 -3.3553
H 1.1811 -4.1867 -2.5349
O 0.2577 1.0546 2.0226
N -0.0146 0.4472 1.0698
C 0.3808 4.1538 0.0160
C -0.2865 3.0905 -0.7931
O 0.2664 1.9875 -0.9021
C -1.5583 3.3471 -1.4874
C -2.3518 2.2704 -1.8960
C -3.5486 2.5027 -2.5487
C -3.9502 3.8068 -2.8168
C -3.1656 4.8808 -2.4197
C -1.9777 4.6536 -1.7435
H 1.1500 3.7064 0.6429
H -0.3444 4.6979 0.6183
H 0.8627 4.8690 -0.6569
H -2.0569 1.2524 -1.6725
H -4.1702 1.6676 -2.8434
H -4.8832 3.9867 -3.3347
H -3.4816 5.8926 -2.6326
H -1.3729 5.4934 -1.4280
C -3.9423 1.2416 4.0514
C -4.1608 1.6218 2.5981
C -5.6312 1.5643 2.2404
O -3.4647 0.5916 1.8037
B -2.3196 1.1622 1.4120
O -2.1425 2.4755 1.6320
C -3.4356 2.9559 2.1746
C -3.1293 3.8924 3.3237
C -4.1245 3.6948 1.0433
H -4.3377 0.2398 4.2154
H -4.4624 1.9259 4.7203
H -2.8841 1.2403 4.3160
H -6.0437 0.6068 2.5568
H -5.7920 1.6722 1.1699
H -6.1814 2.3511 2.7576
H -2.4769 3.4312 4.0611
H -4.0523 4.1974 3.8189
H -2.6449 4.7928 2.9470
H -4.2992 3.0480 0.1828
H -3.4965 4.5264 0.7258
H -5.0801 4.1023 1.3721
C -5.9699 -1.4600 -0.9572
C -4.8051 -2.0688 -0.1972
S -3.1774 -1.5558 -0.8004
O -1.3287 0.3484 0.7406
C -3.1618 -2.2627 -2.4733
C -3.3039 -1.2327 -3.5815
H -6.9174 -1.7433 -0.4976
H -5.9953 -1.8022 -1.9927
H -5.8988 -0.3715 -0.9602
H -4.8478 -3.1594 -0.2035
H -4.8138 -1.7487 0.8460
H -3.9591 -3.0053 -2.5262
H -2.2262 -2.8187 -2.5776
H -4.2866 -0.7614 -3.5581
H -3.1774 -1.6987 -4.5609
H -2.5546 -0.4416 -3.4848
N -0.1490 -0.7078 -8.0725
C -0.0481 -0.6083 -6.9339
C 0.0783 -0.4839 -5.5095
C 0.0843 0.7655 -4.9026
C 0.2191 0.8423 -3.5323
N 0.3338 -0.2358 -2.7365
C 0.3030 -1.4315 -3.3399
C 0.1874 -1.6079 -4.7026
H -0.0123 1.6715 -5.4831
H 0.2302 1.8021 -3.0463
H 0.3318 -2.2988 -2.7064
H 0.1686 -2.6058 -5.1166

Atomic forces in eV per Å
Co 0.2 -0.3 0.0
C 0.0 -0.1 0.0
N 0.0 0.0 0.0
C 0.0 0.1 0.0
P 0.0 0.0 -0.1
C 0.1 -0.1 0.1
C 0.0 0.1 0.0
C 0.0 0.0 0.0
C 0.0 0.0 0.0
C 0.0 0.0 0.0
C -0.1 0.0 0.0
C 0.0 0.0 0.0
C 0.0 0.0 0.0
C 0.0 0.0 0.0
C 0.0 0.0 0.0
C 0.0 0.0 0.0
C 0.0 0.0 0.0
C 0.0 0.0 0.0
C 0.0 0.0 0.0
C 0.0 0.0 0.0
C 0.0 0.0 0.0
C 0.0 0.0 0.0
C 0.0 0.0 0.0
P 0.2 0.3 0.0
C 0.1 -0.1 0.0
C 0.0 0.0 0.0
C 0.0 0.0 0.0
C 0.0 0.0 0.0
C 0.0 0.0 0.0
C -0.1 0.0 0.0
C 0.0 0.0 0.0
C 0.0 0.0 0.0
C 0.0 0.0 0.0
C 0.0 0.0 0.0
C 0.0 0.0 0.0
C 0.0 0.0 0.0
H 0.0 0.0 0.0
H 0.0 0.0 0.0
H 0.0 0.0 0.0
H 0.0 0.0 0.0
H 0.0 0.0 0.0
H 0.0 0.0 0.0
H 0.0 0.0 0.0
H 0.0 0.0 0.0
H 0.0 0.0 0.0
H 0.0 0.0 0.0
H 0.0 0.0 0.0
H 0.0 0.0 0.0
H 0.0 0.0 0.0
H 0.0 0.0 0.0
H 0.0 0.0 0.0
H 0.0 0.0 0.0
H 0.0 0.0 0.0
H 0.0 0.0 0.0
H 0.0 0.0 0.0
H 0.0 0.0 0.0
H 0.0 0.0 0.0
H 0.0 0.0 0.0
H 0.0 0.0 0.0
H 0.0 0.0 0.0
H 0.0 0.0 0.0
H 0.0 0.0 0.0
H 0.0 0.0 0.0
H 0.0 0.0 0.0
H 0.0 0.0 0.0
O 0.3 -0.3 0.4
N -0.4 0.3 -0.5
C 0.0 0.0 0.0
C 0.0 -0.1 -0.1
O 0.0 0.0 0.2
C 0.0 0.0 0.0
C 0.0 0.0 0.0
C 0.0 0.0 0.0
C 0.0 0.0 0.0
C 0.0 0.0 0.0
C 0.0 0.0 0.0
H 0.0 0.0 0.0
H 0.0 0.0 0.0
H 0.0 0.0 0.0
H 0.0 0.0 0.0
H 0.0 0.0 0.0
H 0.0 0.0 0.0
H 0.0 0.0 0.0
H 0.0 0.0 0.0
C 0.0 0.0 0.0
C 0.0 0.0 0.0
C 0.0 0.0 0.0
O -0.1 0.0 0.0
B 0.2 -0.1 0.0
O -0.1 0.0 0.1
C 0.1 0.0 0.0
C -0.1 0.0 0.0
C 0.0 0.0 0.0
H 0.0 0.0 0.0
H 0.0 0.0 0.0
H 0.0 0.0 0.0
H 0.0 0.0 0.0
H 0.0 0.0 0.0
H 0.0 0.0 0.0
H 0.0 0.0 0.0
H 0.0 0.0 0.0
H 0.0 0.0 0.0
H 0.0 0.0 0.0
H 0.0 0.0 0.0
H 0.0 0.0 0.0
C 0.0 0.0 0.0
C 0.0 0.0 0.1
S 0.0 0.1 -0.2
O -0.3 0.1 0.4
C 0.0 -0.2 0.0
C 0.0 0.1 0.0
H 0.0 0.0 0.0
H 0.0 0.0 0.0
H 0.0 0.0 0.0
H 0.0 0.0 0.0
H 0.0 0.0 0.0
H 0.0 0.0 0.0
H 0.0 0.0 0.0
H 0.0 0.0 0.0
H 0.0 0.0 0.0
H 0.0 0.0 0.0
N 0.0 0.0 0.0
C 0.0 0.0 0.0
C 0.0 0.0 0.0
C 0.0 0.0 0.0
C 0.0 0.0 0.1
N 0.0 -0.1 -0.2
C -0.1 0.0 0.0
C 0.0 0.0 0.0
H 0.0 0.0 0.0
H 0.0 0.0 0.0
H 0.0 0.0 0.0
H 0.0 0.0 0.0

Atomic partial charges in e from the Löwdin method, atoms 1 to 5: 0.313 -0.313 -0.208 -0.299 1.086

- Which value of charge does entry 2 give?
  +2